{
  "formula": "C34H34AsBiN5O4",
  "method": "ωB97M-V with the def2-TZVPD basis set",
  "symbols": ["Bi", "As", "O", "O", "O", "O", "N", "N", "N", "N", "N", "C", "C", "C", "C", "C", "C", "C", "C", "C", "C", "C", "C", "C", "C", "C", "C", "C", "C", "C", "C", "C", "C", "C", "C", "C", "C", "C", "C", "C", "C", "C", "C", "C", "C", "H", "H", "H", "H", "H", "H", "H", "H", "H", "H", "H", "H", "H", "H", "H", "H", "H", "H", "H", "H", "H", "H", "H", "H", "H", "H", "H", "H", "H", "H", "H", "H", "H", "H"],
  "xyz": [[-1.3001, 2.2997, -0.6526], [-0.2466, -2.4786, -1.5628], [-2.4168, -0.0475, 0.3214], [-2.8777, 4.2449, 1.8813], [-0.0631, -0.7739, -1.6156], [-0.1694, 4.0261, -1.0781], [0.6680, 1.7947, 0.0657], [1.5481, 2.8563, -0.0840], [-1.4998, 2.4541, 1.5143], [0.1395, -0.1866, 1.3069], [-0.4400, 2.2979, 3.5008], [-2.1011, -3.7772, 0.2670], [1.1583, -4.4989, -0.0215], [0.0392, 1.6471, 4.6972], [2.0209, 1.3440, 2.0531], [1.5586, 6.1348, -1.6579], [2.4002, 7.2104, -1.8914], [-2.0690, 3.4339, 2.2702], [2.1863, -4.9524, 0.7910], [1.0930, 3.9199, -0.6314], [-3.3615, -4.1889, 0.6724], [-0.0937, -2.9483, -3.4139], [-4.4744, -3.8865, -0.1004], [-2.3279, -0.0350, 1.5385], [3.6577, 7.2518, -1.3101], [3.3492, -2.8650, 0.4942], [-3.0721, -2.7801, -1.7059], [-1.5082, 3.2718, 3.6800], [0.0666, -2.2676, -5.7072], [4.0698, 6.2127, -0.4863], [1.2076, -3.2054, -0.5312], [3.2767, -4.1350, 1.0521], [-0.0009, -1.9369, -4.3625], [3.2366, 5.1336, -0.2531], [-1.9611, -3.0915, -0.9315], [0.6665, 1.2030, 1.3795], [-0.5973, 1.6429, 2.2553], [0.0501, -3.5991, -6.0958], [-3.5378, -0.0126, 2.4191], [2.3106, -2.3919, -0.2916], [-0.0157, -4.6061, -5.1412], [-1.0046, 0.0807, 2.1987], [-4.3309, -3.1628, -1.2764], [1.9749, 5.0839, -0.8448], [-0.0918, -4.2860, -3.7969], [-3.8203, -1.0395, 2.6601], [0.5757, 6.0933, -2.1057], [2.3454, -1.3965, -0.7200], [-0.0067, -5.6429, -5.4480], [4.3106, 8.0951, -1.4914], [-0.9639, -0.3973, 3.1789], [2.8040, 1.1360, 1.3265], [-0.0030, -0.4195, -0.6845], [0.3252, -5.1479, -0.2626], [0.1333, -1.4853, -6.4506], [-4.3674, 0.4482, 1.8865], [0.0257, -0.9030, -4.0430], [2.1040, 0.6557, 2.8930], [-1.1159, 4.2179, 4.0568], [-0.1425, -5.0733, -3.0526], [2.0709, 8.0176, -2.5320], [4.2084, -2.2360, 0.6833], [-3.4776, -4.7375, 1.5978], [0.7807, 0.8917, 4.4533], [-0.7719, 1.1749, 5.2698], [-3.3487, 0.5232, 3.3485], [-2.2987, 2.9252, 4.3608], [4.0784, -4.4918, 1.6837], [3.5498, 4.3166, 0.3816], [-1.2373, -3.9709, 0.8909], [0.0931, -3.8572, -7.1450], [0.5122, 2.3969, 5.3319], [-5.2037, -2.8912, -1.8542], [-2.9462, -2.2215, -2.6266], [-5.4553, -4.2137, 0.2169], [2.1319, -5.9424, 1.2221], [0.7941, -0.8674, 1.6727], [5.0476, 6.2493, -0.0250], [2.1516, 2.3622, 2.4114]],
  "forces_ev_per_angstrom": [[0.11, 0.39, 0.15], [0.10, -1.01, -0.34], [-0.05, -0.08, -0.17], [0.09, 0.00, 0.04], [-0.02, 0.28, 0.44], [-0.02, -0.08, -0.04], [-0.24, -0.55, -0.44], [0.34, 0.33, 0.20], [-0.17, 0.23, -0.20], [-0.20, 0.08, -0.21], [-0.02, 0.48, 0.12], [0.17, 0.09, 0.17], [-0.15, 0.00, -0.08], [-0.17, 0.00, -0.17], [-0.17, -0.02, -0.07], [-0.06, -0.17, 0.05], [0.00, 0.07, -0.03], [-0.10, 0.01, 0.17], [0.01, -0.04, -0.05], [-0.20, -0.24, -0.04], [-0.05, -0.02, 0.04], [-0.03, 0.17, 0.07], [0.10, 0.01, 0.01], [-0.24, -0.19, 0.13], [-0.07, 0.01, 0.00], [0.00, 0.01, 0.05], [0.11, 0.14, -0.12], [0.22, 0.02, -0.09], [0.00, -0.04, -0.06], [0.06, 0.01, 0.04], [-0.21, 0.14, -0.02], [-0.01, 0.04, -0.04], [-0.01, 0.13, 0.15], [-0.06, -0.04, -0.03], [0.33, 0.28, 0.01], [0.25, 0.26, 0.18], [0.05, -0.56, -0.08], [0.02, 0.03, 0.06], [-0.12, 0.08, -0.15], [-0.14, 0.17, -0.09], [0.00, -0.06, -0.03], [0.50, -0.07, 0.13], [-0.07, 0.01, -0.06], [0.10, 0.21, -0.05], [-0.02, 0.01, 0.21], [0.05, -0.05, 0.07], [0.00, 0.03, -0.01], [0.07, 0.02, 0.07], [-0.02, -0.01, 0.01], [0.02, 0.00, 0.00], [-0.04, -0.06, -0.04], [0.05, -0.03, 0.03], [0.00, -0.04, 0.01], [0.01, -0.04, 0.12], [0.00, 0.01, 0.00], [0.00, 0.00, 0.01], [-0.02, 0.00, -0.08], [0.02, -0.02, 0.01], [-0.14, 0.04, -0.01], [-0.03, -0.02, -0.04], [0.00, 0.01, 0.00], [0.02, 0.00, -0.02], [0.02, -0.01, -0.01], [0.03, -0.01, 0.05], [0.01, -0.04, 0.01], [0.04, -0.04, 0.05], [-0.01, 0.01, -0.02], [0.01, -0.01, 0.01], [0.03, -0.01, 0.00], [-0.07, -0.04, 0.01], [0.02, 0.01, -0.01], [0.03, -0.09, 0.08], [0.02, -0.05, -0.05], [-0.10, -0.04, -0.02], [-0.01, 0.04, 0.01], [0.03, -0.03, -0.05], [-0.01, -0.04, 0.02], [0.01, -0.02, 0.02], [0.06, 0.00, 0.02]],
  "orbital_gap_ev": 7.09,
  "lumo_energy_ha": -0.09898,
  "charge": 1,
  "homo_ev": -9.783
}

***

{
  "formula": "C26H20CaN2O4S4",
  "method": "ωB97M-V with the def2-TZVPD basis set",
  "symbols": ["Ca", "S", "S", "S", "S", "O", "O", "O", "O", "N", "N", "C", "C", "C", "C", "C", "C", "C", "C", "C", "C", "C", "C", "C", "C", "C", "C", "C", "C", "C", "C", "C", "C", "C", "C", "C", "C", "H", "H", "H", "H", "H", "H", "H", "H", "H", "H", "H", "H", "H", "H", "H", "H", "H", "H", "H", "H"],
  "xyz": [[0.4209, 0.2442, -0.1272], [-0.5153, 0.7446, 2.4584], [1.7940, -2.1335, -0.1681], [1.0160, -0.5176, -2.8242], [2.4882, 1.7139, 1.3174], [-0.8199, -4.0426, 0.1177], [-1.2246, -2.9547, -1.8154], [-1.5414, 1.7146, -0.6813], [-3.0937, 2.4886, 0.6823], [-1.9613, -0.8234, -0.0505], [1.3195, 2.2470, -1.4688], [1.9912, 3.3615, -3.4605], [2.4409, 4.4412, -2.7237], [-1.3412, -3.0663, -0.6296], [0.5407, 1.4299, 4.8683], [5.3146, -0.5108, -1.3181], [1.5117, 1.8690, 5.7472], [-2.7574, 0.0727, 0.5249], [2.7080, -0.5173, -2.2534], [0.9045, 1.1145, -3.6026], [0.7715, 1.3445, 3.4873], [-3.8003, -0.2785, 1.3647], [2.3195, 4.4102, -1.3455], [4.3306, -1.1905, -0.6296], [3.7061, 0.1494, -2.9607], [-2.3994, 1.4917, 0.1440], [3.0174, 2.1883, 3.9248], [1.4302, 2.2777, -2.7970], [2.7656, 2.2495, 5.2825], [2.0390, 1.7479, 3.0342], [5.0077, 0.1623, -2.4967], [2.9995, -1.2259, -1.0749], [-3.1596, -2.5600, 1.0546], [1.7467, 3.2954, -0.7533], [-3.9880, -1.6236, 1.6470], [1.5898, 3.1957, 0.7357], [-2.1742, -2.1106, 0.1862], [-3.2699, -3.6181, 1.2443], [1.3747, 1.1106, -4.5857], [-0.1685, 1.2487, -3.7646], [0.5359, 3.0821, 1.0079], [2.6674, 5.2286, -0.7308], [1.2909, 1.9097, 6.8067], [2.0775, 3.3461, -4.5387], [3.9838, 2.4791, 3.5322], [2.8887, 5.2941, -3.2170], [-3.5457, 2.1992, 1.4846], [-0.4297, 1.1256, 5.2383], [-4.7778, -1.9332, 2.3177], [-4.4608, 0.4556, 1.8056], [6.3283, -0.5061, -0.9377], [5.7750, 0.6871, -3.0506], [-0.1705, -4.5104, -0.4333], [1.9920, 4.0768, 1.2309], [3.4679, 0.6584, -3.8862], [4.5664, -1.7168, 0.2862], [3.5325, 2.5877, 5.9663]],
  "forces_ev_per_angstrom": [[0.08, -0.07, -0.02], [-0.01, 0.01, 0.05], [-0.01, 0.05, -0.01], [0.02, 0.00, 0.00], [0.01, 0.01, 0.00], [0.02, -0.01, 0.00], [0.03, -0.02, 0.01], [-0.24, 0.04, 0.16], [0.05, 0.00, -0.03], [0.05, -0.08, -0.03], [0.00, -0.01, -0.01], [0.00, 0.02, 0.00], [0.00, 0.00, -0.01], [-0.04, 0.06, -0.02], [0.00, -0.01, 0.00], [0.00, 0.00, 0.00], [0.01, 0.00, 0.00], [-0.01, 0.12, -0.02], [-0.01, -0.01, 0.00], [0.00, 0.00, -0.01], [-0.01, 0.01, -0.01], [-0.01, -0.06, -0.01], [0.00, -0.01, 0.01], [0.00, 0.00, 0.01], [-0.01, 0.00, -0.01], [0.12, -0.01, -0.10], [0.00, 0.00, 0.00], [-0.01, -0.01, -0.01], [-0.01, 0.00, 0.00], [0.00, -0.01, 0.00], [0.00, 0.00, 0.00], [-0.01, -0.01, 0.00], [-0.02, 0.01, 0.02], [0.00, 0.01, 0.02], [0.02, 0.01, -0.03], [0.00, -0.01, -0.01], [-0.04, -0.04, 0.02], [0.00, 0.00, 0.00], [0.00, 0.00, 0.00], [0.00, 0.00, 0.00], [0.00, 0.01, 0.00], [0.00, 0.00, 0.00], [0.00, 0.00, 0.00], [0.00, 0.00, 0.00], [0.00, 0.00, 0.00], [0.00, 0.00, 0.00], [0.01, -0.01, 0.01], [0.00, 0.00, 0.00], [0.00, -0.01, 0.00], [0.01, 0.02, -0.01], [0.00, 0.00, 0.00], [0.00, 0.00, 0.00], [-0.01, -0.01, 0.01], [0.00, 0.00, 0.00], [0.00, 0.00, 0.00], [0.00, 0.00, 0.00], [0.00, 0.00, 0.00]],
  "orbital_gap_ev": 6.39,
  "lumo_energy_ha": -0.02197,
  "homo_ev": -6.991,
  "relative_energy_ev": 0.002
}

***

{
  "formula": "CH5ClN5O2",
  "method": "ωB97M-V with the def2-TZVPD basis set",
  "symbols": ["Cl", "O", "O", "N", "N", "N", "N", "N", "C", "H", "H", "H", "H", "H"],
  "xyz": [[2.3796, 1.1681, 1.1878], [-0.7892, 1.2177, -2.8174], [-0.5548, 3.0802, -1.5078], [-0.3766, 1.9842, -1.9514], [-0.4064, -0.8452, 0.0558], [0.6686, -0.1520, -1.3098], [0.6845, 1.0484, -0.9852], [-0.1001, 0.0893, 1.0001], [0.7218, 1.2423, 0.5293], [-1.4640, -0.9428, -0.2073], [0.1091, 2.1245, 0.8265], [0.3926, -0.3419, 1.8169], [0.1625, -0.3574, -2.1614], [-0.2191, -1.8318, 0.2976]],
  "forces_ev_per_angstrom": [[-1.08, 0.30, -0.46], [0.53, 3.24, 1.40], [0.08, -1.70, -1.87], [-0.92, -1.93, 1.29], [-3.09, -1.91, -1.46], [1.23, -1.42, 1.33], [0.13, 1.72, 0.50], [0.54, -0.25, 2.22], [-0.75, -0.42, -1.14], [2.02, 1.12, 0.67], [1.29, -0.12, -0.55], [-0.62, 0.40, -1.06], [-0.27, 0.27, -0.87], [0.91, 0.69, 0.01]],
  "orbital_gap_ev": 9.06,
  "lumo_energy_ha": -0.19478,
  "charge": 1,
  "homo_ev": -14.361,
  "relative_energy_ev": 1.557
}

***

Which formula does entry 2 have?
C26H20CaN2O4S4

***

Please write out number 3 again, unchanged.
{
  "formula": "CH5ClN5O2",
  "method": "ωB97M-V with the def2-TZVPD basis set",
  "symbols": ["Cl", "O", "O", "N", "N", "N", "N", "N", "C", "H", "H", "H", "H", "H"],
  "xyz": [[2.3796, 1.1681, 1.1878], [-0.7892, 1.2177, -2.8174], [-0.5548, 3.0802, -1.5078], [-0.3766, 1.9842, -1.9514], [-0.4064, -0.8452, 0.0558], [0.6686, -0.1520, -1.3098], [0.6845, 1.0484, -0.9852], [-0.1001, 0.0893, 1.0001], [0.7218, 1.2423, 0.5293], [-1.4640, -0.9428, -0.2073], [0.1091, 2.1245, 0.8265], [0.3926, -0.3419, 1.8169], [0.1625, -0.3574, -2.1614], [-0.2191, -1.8318, 0.2976]],
  "forces_ev_per_angstrom": [[-1.08, 0.30, -0.46], [0.53, 3.24, 1.40], [0.08, -1.70, -1.87], [-0.92, -1.93, 1.29], [-3.09, -1.91, -1.46], [1.23, -1.42, 1.33], [0.13, 1.72, 0.50], [0.54, -0.25, 2.22], [-0.75, -0.42, -1.14], [2.02, 1.12, 0.67], [1.29, -0.12, -0.55], [-0.62, 0.40, -1.06], [-0.27, 0.27, -0.87], [0.91, 0.69, 0.01]],
  "orbital_gap_ev": 9.06,
  "lumo_energy_ha": -0.19478,
  "charge": 1,
  "homo_ev": -14.361,
  "relative_energy_ev": 1.557
}